(i)
{
  "formula": "C2H3NO2",
  "method": "the ωB97M-V functional and the def2-TZVPD basis",
  "lumo_energy_ev": 0.757,
  "species": ["C", "C", "N", "O", "O", "H", "H", "H"],
  "positions_angstrom": [[0.81, -1.34, -0.25], [-0.83, -0.14, -0.67], [-0.63, 0.83, 0.23], [1.54, -0.97, 0.60], [-1.49, -0.48, -1.58], [0.94, -2.39, -0.82], [0.05, 0.70, 0.95], [-0.90, 1.79, 0.05]]
}

---

(ii)
{
  "formula": "C2H3NO2",
  "method": "the ωB97M-V functional and the def2-TZVPD basis",
  "smiles": "[H]/N=C(\\O)C=O",
  "lumo_energy_ev": 0.261,
  "species": ["C", "C", "N", "O", "O", "H", "H", "H"],
  "positions_angstrom": [[-1.55, 1.21, -0.70], [-0.79, 0.33, 0.03], [-0.21, 0.55, 1.18], [-2.71, 0.98, -0.56], [-1.20, -0.85, -0.35], [-1.26, 1.85, -1.60], [-0.01, -0.23, 1.77], [-1.05, -1.39, 0.40]]
}

---

Computed stability ranking, most favorable first: (i), (ii)

---

(i)
{
  "formula": "C2H3NO2",
  "method": "the ωB97M-V functional and the def2-TZVPD basis",
  "smiles": "C=NOC=O",
  "lumo_energy_ev": 0.853,
  "species": ["C", "C", "H", "H", "H", "N", "O", "O"],
  "positions_angstrom": [[1.00, 0.87, 1.03], [-1.00, -0.89, -1.08], [1.49, 1.86, 1.16], [1.13, 0.10, 1.80], [-1.44, -1.89, -0.88], [0.27, 0.75, 0.00], [-0.26, -0.56, 0.01], [-1.19, -0.23, -2.05]]
}

---

(ii)
{
  "formula": "C2H3NO2",
  "method": "the ωB97M-V functional and the def2-TZVPD basis",
  "smiles": "C=C=NOO",
  "lumo_energy_ev": 0.824,
  "species": ["C", "C", "O", "N", "O", "H", "H", "H"],
  "positions_angstrom": [[-0.62, 0.41, -0.02], [-1.78, -0.15, -0.01], [1.97, -0.67, 0.04], [0.40, 1.09, -0.04], [1.66, 0.77, -0.01], [2.93, -0.66, 0.05], [-2.29, -0.36, 0.91], [-2.27, -0.43, -0.92]]
}

---

(iii)
{
  "formula": "C2H3NO2",
  "method": "the ωB97M-V functional and the def2-TZVPD basis",
  "smiles": "O=CO.C#N",
  "lumo_energy_ev": 0.199,
  "species": ["C", "C", "O", "N", "O", "H", "H", "H"],
  "positions_angstrom": [[0.80, 0.14, 0.44], [-1.50, 0.20, -0.28], [1.30, -1.05, 0.06], [-0.82, 0.30, -1.24], [1.40, 1.15, 0.64], [1.58, -0.94, -0.86], [-2.44, 0.27, 0.25], [-0.31, -0.07, 0.99]]
}

---

Computed stability ranking, most favorable first: (i), (iii), (ii)

---

(i)
{
  "formula": "C2H3NO2",
  "method": "the ωB97M-V functional and the def2-TZVPD basis",
  "smiles": "O=CNC=O",
  "lumo_energy_ev": 0.577,
  "species": ["C", "C", "H", "H", "H", "N", "O", "O"],
  "positions_angstrom": [[1.35, 0.38, 0.11], [-1.05, -0.29, 0.09], [2.00, 1.29, 0.23], [-0.23, 1.65, -0.25], [-0.60, -1.32, 0.44], [-0.01, 0.60, -0.03], [1.85, -0.68, -0.12], [-2.22, -0.12, -0.07]]
}

---

(ii)
{
  "formula": "C2H3NO2",
  "method": "the ωB97M-V functional and the def2-TZVPD basis",
  "lumo_energy_ev": [1.041, -1.884],
  "species": ["C", "C", "N", "O", "O", "H", "H", "H"],
  "positions_angstrom": [[-0.23, 0.28, 0.21], [1.03, -0.07, -0.20], [3.78, -0.58, -0.04], [4.57, 0.19, 0.23], [1.93, 0.75, -0.35], [-1.10, -0.42, 0.46], [-0.26, 1.39, 0.67], [1.34, -1.03, -0.48]]
}

---

(iii)
{
  "formula": "C2H3NO2",
  "method": "the ωB97M-V functional and the def2-TZVPD basis",
  "smiles": "O=CNC=O",
  "lumo_energy_ev": 0.725,
  "species": ["O", "C", "N", "C", "O", "H", "H", "H"],
  "positions_angstrom": [[1.93, 0.66, 1.21], [1.10, 0.08, 0.56], [-0.22, 0.59, 0.18], [-0.88, -0.34, -0.59], [-0.38, -1.42, -0.86], [1.04, -0.93, 0.05], [-0.71, 1.46, 0.41], [-1.88, -0.10, -0.95]]
}

---

Computed stability ranking, most favorable first: (i), (iii), (ii)

---

(i)
{
  "formula": "C2H3NO2",
  "method": "the ωB97M-V functional and the def2-TZVPD basis",
  "lumo_energy_ev": [-1.433, -1.434],
  "species": ["C", "C", "N", "O", "O", "H", "H", "H"],
  "positions_angstrom": [[-0.20, 0.20, -0.24], [3.30, -0.05, 0.00], [2.12, -0.07, -0.03], [-0.47, -1.06, -0.07], [4.44, -0.01, -0.11], [-0.32, 0.60, -1.22], [-0.15, -1.32, 0.81], [0.12, 0.93, 0.57]]
}

---

(ii)
{
  "formula": "C2H3NO2",
  "method": "the ωB97M-V functional and the def2-TZVPD basis",
  "smiles": "[H]/N=C/OC=O",
  "lumo_energy_ev": 0.889,
  "species": ["N", "C", "O", "C", "O", "H", "H", "H"],
  "positions_angstrom": [[-1.49, -0.18, 0.77], [-0.75, -0.39, -0.21], [0.59, -0.71, 0.02], [1.46, 0.32, 0.06], [1.19, 1.46, -0.17], [-2.45, 0.00, 0.46], [-1.00, -0.42, -1.27], [2.45, -0.07, 0.33]]
}

---

Computed stability ranking, most favorable first: (ii), (i)

---

(i)
{
  "formula": "C2H3NO2",
  "method": "the ωB97M-V functional and the def2-TZVPD basis",
  "smiles": "On1cco1",
  "lumo_energy_ev": 1.029,
  "species": ["C", "C", "N", "O", "O", "H", "H", "H"],
  "positions_angstrom": [[0.79, 0.32, -0.12], [0.80, -0.99, 0.16], [-0.92, -0.07, -0.57], [-0.48, -1.35, -0.06], [-1.98, 0.29, 0.32], [1.50, 1.06, -0.27], [1.42, -1.69, 0.50], [-2.75, 0.05, -0.29]]
}

---

(ii)
{
  "formula": "C2H3NO2",
  "method": "the ωB97M-V functional and the def2-TZVPD basis",
  "lumo_energy_ev": [-0.720, -0.828],
  "species": ["C", "C", "N", "O", "O", "H", "H", "H"],
  "positions_angstrom": [[-2.22, -1.07, -2.61], [-0.59, 0.02, 0.02], [-0.83, 0.76, -1.15], [-2.67, -0.24, -3.24], [-1.82, -1.96, -1.98], [0.43, 0.05, 0.43], [-1.26, 0.16, 0.96], [-0.58, -1.04, -0.39]]
}

---

(iii)
{
  "formula": "C2H3NO2",
  "method": "the ωB97M-V functional and the def2-TZVPD basis",
  "lumo_energy_ev": 0.536,
  "species": ["C", "C", "N", "O", "O", "H", "H", "H"],
  "positions_angstrom": [[0.66, -0.79, -1.12], [-0.61, 0.71, 0.76], [-0.47, -0.65, 0.42], [0.76, 0.14, -1.82], [0.28, -0.09, 1.46], [1.07, -1.78, -1.08], [-0.17, 1.47, 0.11], [-1.52, 0.99, 1.27]]
}

---

Computed stability ranking, most favorable first: (ii), (iii), (i)

---

(i)
{
  "formula": "C2H3NO2",
  "method": "the ωB97M-V functional and the def2-TZVPD basis",
  "smiles": "[H]/N=C/OC=O",
  "lumo_energy_ev": 0.951,
  "species": ["N", "C", "O", "C", "O", "H", "H", "H"],
  "positions_angstrom": [[1.25, 0.83, -1.39], [0.38, 0.28, -0.66], [0.50, 0.41, 0.74], [-0.46, -0.30, 1.43], [-1.28, -0.98, 0.84], [1.02, 0.65, -2.37], [-0.48, -0.30, -0.96], [-0.93, -0.61, 2.37]]
}

---

(ii)
{
  "formula": "C2H3NO2",
  "method": "the ωB97M-V functional and the def2-TZVPD basis",
  "smiles": "O=C/C=N\\O",
  "lumo_energy_ev": -0.006,
  "species": ["C", "C", "H", "H", "H", "N", "O", "O"],
  "positions_angstrom": [[0.00, 0.69, -0.03], [1.42, -0.02, 0.07], [-2.53, -0.89, -0.03], [-0.04, 1.69, -0.39], [2.29, 0.61, 0.53], [-1.24, 0.19, -0.07], [-1.54, -1.09, 0.06], [1.64, -1.17, -0.14]]
}

---

Computed stability ranking, most favorable first: (i), (ii)

---

(i)
{
  "formula": "C2H3NO2",
  "method": "the ωB97M-V functional and the def2-TZVPD basis",
  "smiles": "C=C=O.N=O",
  "lumo_energy_ev": -0.287,
  "species": ["C", "C", "N", "O", "O", "H", "H", "H"],
  "positions_angstrom": [[0.63, -0.55, -0.25], [0.26, -1.63, 0.29], [-1.02, 2.27, -0.31], [1.25, 0.42, -0.39], [-1.20, 1.25, 0.29], [-0.25, -2.50, 0.07], [0.53, -1.59, 1.29], [-0.21, 2.32, -0.98]]
}

---

(ii)
{
  "formula": "C2H3NO2",
  "method": "the ωB97M-V functional and the def2-TZVPD basis",
  "smiles": "N=C=O.C=O",
  "lumo_energy_ev": 0.653,
  "species": ["C", "C", "N", "O", "O", "H", "H", "H"],
  "positions_angstrom": [[-0.44, 0.20, -1.45], [0.61, -0.67, 1.65], [-0.99, 1.07, -2.13], [-0.17, -0.79, -0.87], [1.46, -0.42, 0.80], [-0.27, 0.06, 1.80], [-0.77, 2.09, -1.96], [0.55, -1.55, 2.17]]
}

---

(iii)
{
  "formula": "C2H3NO2",
  "method": "the ωB97M-V functional and the def2-TZVPD basis",
  "smiles": "[H]/N=C/OC=O",
  "lumo_energy_ev": 0.896,
  "species": ["O", "C", "N", "C", "O", "H", "H", "H"],
  "positions_angstrom": [[-1.05, -0.46, 0.10], [0.06, -0.77, -0.60], [1.07, -0.06, -0.33], [-0.67, 0.74, 0.81], [-0.47, 0.74, 1.98], [-0.07, -1.60, -1.30], [1.93, -0.22, -0.82], [-0.70, 1.60, 0.13]]
}

---

(iv)
{
  "formula": "C2H3NO2",
  "method": "the ωB97M-V functional and the def2-TZVPD basis",
  "lumo_energy_ev": 0.268,
  "species": ["C", "C", "N", "O", "O", "H", "H", "H"],
  "positions_angstrom": [[1.88, 0.25, -0.14], [0.45, 0.19, -0.37], [0.67, -1.11, 0.21], [3.01, 0.23, 0.09], [-0.28, 1.18, 0.29], [0.19, 0.10, -1.43], [0.61, -1.11, 1.22], [-1.22, 0.97, 0.22]]
}

---

Computed stability ranking, most favorable first: (iii), (ii), (iv), (i)

---

(i)
{
  "formula": "CHClNO2S",
  "method": "the ωB97M-V functional and the def2-TZVPD basis",
  "charge": -1,
  "lumo_energy_ev": 3.658,
  "species": ["C", "N", "O", "O", "S", "Cl", "H"],
  "positions_angstrom": [[4.16, -0.51, 0.20], [1.09, -0.36, -0.35], [4.00, -0.39, 1.31], [4.50, -0.66, -0.89], [0.12, -0.18, 0.82], [2.18, 1.33, -0.77], [0.66, -0.80, 2.16]]
}

---

(ii)
{
  "formula": "CHClNO2S",
  "method": "the ωB97M-V functional and the def2-TZVPD basis",
  "charge": -1,
  "lumo_energy_ev": 3.585,
  "species": ["C", "N", "O", "O", "S", "Cl", "H"],
  "positions_angstrom": [[0.15, -1.11, -1.23], [0.66, 0.74, 1.33], [-0.85, -0.61, -1.36], [1.10, -1.74, -1.04], [-0.41, 1.85, 0.98], [-0.01, -0.86, 1.69], [-0.64, 1.74, -0.36]]
}

---

Computed stability ranking, most favorable first: (ii), (i)